No. 1
Computed, not measured: a 3-piece molecular cluster, C6H18O3 overall at a distorted geometry, with the ωB97M-V functional and the def2-TZVPD basis.

Last column: Löwdin charge in e.
Positions of all 27 atoms, in Å:
C: 22.62 23.61 -16.26  -0.090
C: 22.46 25.11 -16.42  -0.321
O: 21.36 25.30 -17.32  -0.090
H: 21.71 23.06 -16.02  0.081
H: 23.44 23.34 -15.60  0.068
H: 23.10 23.24 -17.17  0.069
H: 23.32 25.66 -16.81  0.109
H: 22.19 25.54 -15.46  0.103
H: 21.13 26.23 -17.30  0.071
C: 18.97 30.64 -17.73  -0.098
C: 18.63 29.60 -16.69  -0.353
O: 18.16 30.33 -15.59  -0.076
H: 19.36 30.07 -18.57  0.067
H: 19.75 31.25 -17.29  0.079
H: 18.25 31.25 -18.27  0.076
H: 19.50 29.13 -16.22  0.113
H: 17.97 28.83 -17.08  0.110
H: 17.28 30.54 -15.92  0.083
C: 28.38 22.28 -16.48  -0.090
C: 29.59 22.89 -15.85  -0.372
O: 29.76 22.34 -14.60  -0.073
H: 28.28 22.64 -17.50  0.072
H: 27.46 22.68 -16.07  0.073
H: 28.46 21.19 -16.42  0.083
H: 29.50 23.97 -15.72  0.111
H: 30.51 22.65 -16.39  0.113
H: 30.71 22.27 -14.51  0.083

Values from the calculation:
maximum force	2.3	eV/A
multiplicity	1
relative energy (zero: lowest compared OMol25 entry of this formula, charge and spin)	178.8	kJ/mol
structure (SMILES)	CCO.CCO.CCO

No. 2
Computed, not measured: a 3-piece molecular cluster, C6H18O3 overall at a distorted geometry, with the ωB97M-V functional and the def2-TZVPD basis.

Last column: Löwdin charge in e.
Positions of all 27 atoms, in Å:
C: 0.31 -0.27 1.32  -0.103
C: -1.02 -0.82 1.87  -0.309
O: -2.11 -0.12 1.29  -0.080
H: 1.03 -0.55 2.08  0.062
H: 0.19 0.80 1.21  0.082
H: 0.61 -0.67 0.35  0.073
H: -1.05 -0.70 2.96  0.109
H: -1.06 -1.91 1.78  0.108
H: -2.16 -0.37 0.36  0.061
C: -2.33 -0.52 -2.71  -0.101
C: -3.72 0.10 -2.81  -0.314
O: -4.49 -0.80 -3.60  -0.085
H: -1.85 -0.58 -3.69  0.074
H: -2.27 -1.45 -2.14  0.073
H: -1.65 0.23 -2.29  0.071
H: -3.72 1.11 -3.23  0.110
H: -4.12 0.16 -1.79  0.106
H: -5.40 -0.75 -3.30  0.080
C: 4.37 1.52 1.03  -0.092
C: 3.24 0.58 1.51  -0.345
O: 3.88 -0.44 2.26  -0.065
H: 5.01 1.71 1.90  0.070
H: 4.13 2.57 0.82  0.069
H: 5.06 1.03 0.35  0.069
H: 2.73 0.19 0.64  0.088
H: 2.56 1.24 2.05  0.103
H: 3.82 -1.28 1.79  0.086

Values from the calculation:
maximum force	2.7	eV/A
multiplicity	1
relative energy (zero: lowest compared OMol25 entry of this formula, charge and spin)	153.1	kJ/mol
structure (SMILES)	CCO.CCO.CCO

Number 1: LUMO 0.66 eV, HOMO energy -10.2 eV. Number 2: LUMO 0.65 eV, HOMO energy -10.3 eV.